Entry 1:
Here is 12 unconnected molecules or ions with the total composition C4H29NO13S from the Open Molecules 2025 dataset. Energies are from wB97M-V/def2-TZVPD.

Element x y z (Å)
O 0.22201 -1.17724 0.82790
C 0.21294 0.10404 0.90551
C -1.22479 0.89705 0.88767
C -1.08362 1.92100 2.07073
S 0.30709 1.04457 2.89734
N -1.65464 1.36565 -0.40665
C -0.74157 2.33997 -1.04809
O -0.67883 3.48385 -0.25399
H 1.09250 0.55004 0.68537
H -2.02010 0.10488 1.19255
H -1.94008 1.79812 2.80287
H -0.75915 2.83248 1.47016
H -2.68335 1.98389 -0.31335
H -0.96988 2.69640 -2.00026
H 0.21203 1.83875 -1.27791
H 3.51483 2.42997 -0.44629
H 3.97938 1.10027 -0.82550
O 4.29672 1.93732 -0.84321
H 1.81786 1.97688 -0.45662
H 2.51840 0.78427 -1.89470
O 1.84649 0.45590 -1.40184
H -0.25813 0.10101 -3.40858
H 1.05596 0.81484 -3.12398
O 0.42733 0.55253 -3.85137
H 2.70824 -2.22359 -0.56237
H 1.96540 -2.07927 0.95468
O 2.40284 -2.70060 0.39045
H -3.37229 -1.12773 3.43309
H -4.14196 -0.54039 2.28136
O -4.16819 -0.58237 3.22701
H 2.96520 -2.04810 -2.33961
H 2.62953 -0.78163 -1.47821
O 3.44432 -1.49362 -1.75715
H -3.64728 -2.98064 0.76016
H -3.24924 -1.77934 -0.09612
O -3.95384 -2.08913 0.43566
H 0.00333 -2.75275 -1.61741
H 1.38652 -3.05807 -0.90850
O 0.89221 -3.22103 -1.81202
H -0.62334 -2.61406 3.10341
H -0.75981 -1.94366 1.78513
O -1.38700 -2.48611 2.46346
H 0.27916 3.66565 0.08074
H 1.79352 2.50584 1.00469
O 2.00659 2.70954 0.14172
H -1.21225 -1.95740 -0.05991
H -1.66449 -0.72441 -0.70636
O -1.78662 -1.63358 -0.91167

Results
Energy above the lowest of the compared OMol25 structures with the same formula, charge and spin in kcal per mole: 103.6
Total charge: -2
DFT total energy in eV: -43560.097
Spin multiplicity: 1
Largest force on an atom in hartree/bohr: 0.0949
Gap between HOMO and LUMO in eV: 7.33

Here are the Mulliken charges for atoms 1 to 6, given in e: number 1, O, carries -1.02; number 2, C, carries -0.58; number 3, C, carries 0.37; number 4, C, carries -0.79; number 5, S, carries -0.44; number 6, N, carries -0.23

***

Entry 2:
Here is 2 unconnected molecules or ions with the total composition C4H8O2S from the Open Molecules 2025 dataset. Energies are from wB97M-V/def2-TZVPD.

Element x y z (Å)
C 0.91482 1.12665 -2.49417
C -1.03849 -1.40835 0.98692
C 0.53534 0.13035 2.17362
C -0.54663 -0.19545 1.19413
O 0.21714 -1.15037 -3.40065
O -0.98251 0.90714 0.51186
S 0.74538 0.15577 -3.78774
H 0.67410 0.83649 -1.48802
H -1.81717 -1.58828 0.26896
H -0.67202 -2.25999 1.52480
H 1.27323 2.12238 -2.67250
H 0.98138 -0.77835 2.56218
H 1.30171 0.73744 1.69402
H 0.12194 0.70991 2.99871
H -1.70822 0.65465 -0.07211

Results
Energy above the lowest of the compared OMol25 structures with the same formula, charge and spin in kcal per mole: 58.5
DFT total energy in eV: -19205.863
Spin multiplicity: 1
Largest force on an atom in hartree/bohr: 0.0358
Gap between HOMO and LUMO in eV: 8.85

Here are the Mulliken charges for atoms 1 to 6, given in e: number 1, C, carries -0.31; number 2, C, carries -1.01; number 3, C, carries -1.05; number 4, C, carries 0.91; number 5, O, carries -0.49; number 6, O, carries -0.50

***

Entry 3:
Here is a molecular structure, C33H37AuIN2O2PS from the Open Molecules 2025 dataset. Energies are from wB97M-V/def2-TZVPD.

Element x y z (Å)
Au 0.34858 -0.23999 -0.21386
I 1.23165 0.72824 -2.44668
C 0.81425 -0.81191 -3.79822
C 0.24656 -0.37134 -4.96142
C 0.10330 -1.24965 -6.04959
C 0.59531 -2.51355 -5.93943
C 1.18078 -2.97916 -4.73603
C 1.71403 -4.28901 -4.70709
C 2.28291 -4.78652 -3.57569
C 2.24745 -4.01574 -2.40475
C 1.74033 -2.73173 -2.36680
P 1.62928 -2.13427 -0.64537
C 3.25801 -1.66435 -0.05626
C 3.37201 -1.21820 1.26486
C 4.61546 -0.84857 1.74882
C 5.73305 -0.90450 0.92277
C 5.61297 -1.32865 -0.39255
C 4.37457 -1.71214 -0.88760
C 1.03641 -3.56439 0.25764
C 1.84239 -4.22769 1.17910
C 1.37211 -5.38186 1.78927
C 0.10801 -5.86486 1.48359
C -0.69392 -5.20226 0.56107
C -0.23313 -4.05217 -0.05642
C 1.25379 -2.14514 -3.58073
H -0.07018 0.65811 -5.06348
H -0.35476 -0.90138 -6.96426
H 0.55202 -3.19419 -6.77993
H 1.66384 -4.88366 -5.61035
H 2.71146 -5.77840 -3.55204
H 2.60787 -4.47584 -1.49321
H 2.49392 -1.16595 1.89945
H 4.71490 -0.52387 2.77632
H 6.70300 -0.62047 1.30922
H 6.48384 -1.37163 -1.03238
H 4.28541 -2.05364 -1.91094
H 2.83157 -3.85788 1.41567
H 1.99639 -5.90385 2.50168
H -0.25420 -6.76502 1.96192
H -1.67617 -5.58673 0.32102
H -0.85325 -3.53661 -0.78325
C -2.20863 -0.64316 2.29960
C -1.06090 -1.60251 2.03187
C -0.69058 -2.38348 3.28388
O 0.13812 -0.93479 1.63852
H -3.11142 -1.20330 2.55086
H -2.43243 -0.01166 1.43805
H -1.97196 0.01620 3.13533
H -1.35710 -2.32186 1.26013
H -0.38809 -1.69690 4.07560
H 0.12735 -3.07277 3.07970
H -1.54993 -2.95562 3.63643
C -4.10481 -1.18508 -2.46792
C -2.83601 -0.46162 -2.08034
O -2.09684 -1.17441 -1.07222
H -4.63456 -0.63215 -3.24402
H -4.77842 -1.27559 -1.61323
H -3.88360 -2.18349 -2.84449
H -3.05102 0.55209 -1.72894
H -2.15491 -0.38597 -2.92993
H -2.68634 -1.34022 -0.32636
C 0.90282 6.55176 -0.09849
C 1.28610 5.16885 0.29783
C 2.50065 4.79608 0.81032
C 2.70491 3.45292 1.15338
N 1.74569 2.53187 1.00507
C 0.57902 2.89629 0.51263
S -0.77093 1.81753 0.37653
N 0.36313 4.18914 0.13924
C 3.99170 2.97880 1.73106
H 1.72974 7.23754 0.06054
H 0.05088 6.89105 0.49367
H 0.61754 6.58470 -1.15133
H 3.27949 5.53089 0.94813
H -0.56036 4.41728 -0.21125
H 4.76037 3.74656 1.71189
H 4.32871 2.09464 1.18876
H 3.81810 2.67114 2.76440

Results
Energy above the lowest of the compared OMol25 structures with the same formula, charge and spin in kcal per mole: 0.0
Total charge: +2
DFT total energy in eV: -73800.492
Spin multiplicity: 1
Largest force on an atom in hartree/bohr: 0.0101
Gap between HOMO and LUMO in eV: 7.09

Here are the Mulliken charges for atoms 1 to 6, given in e: number 1, Au, carries 2.06; number 2, I, carries 0.07; number 3, C, carries 0.56; number 4, C, carries -0.70; number 5, C, carries -0.97; number 6, C, carries -0.91